1.
{"formula": "C15H17BaN4O3Te", "method": "ωB97M-V/def2-TZVPD", "e_lumo_ev": 2.31, "total_charge": -1, "multiplicity": 1, "homo_ev": -4.2311, "e_tot_ha": -1320.240798, "orbital_gap_ev": 6.54, "species": ["Ba", "N", "C", "C", "O", "N", "C", "C", "O", "O", "H", "H", "H", "H", "H", "H", "N", "C", "C", "C", "C", "C", "N", "H", "H", "H", "H", "H", "H", "Te", "C", "C", "C", "C", "C", "C", "H", "H", "H", "H", "H"], "coordinates": [[-0.51277, -0.10466, 1.12225], [-1.33249, 1.45234, 3.50942], [-2.34273, 2.30242, 2.84256], [-3.39989, 1.36819, 2.24554], [-4.42595, 1.17015, 2.92218], [-3.04095, 0.83462, 1.08408], [-3.84462, -0.29114, 0.62136], [-2.85705, -1.45363, 0.59015], [-2.12371, -1.55004, -0.44259], [-2.54137, -1.98109, 1.68962], [-1.80996, 0.88872, 4.20646], [-0.63632, 2.01527, 3.98333], [-1.84331, 2.88271, 2.06327], [-2.84127, 2.98686, 3.53290], [-4.20918, -0.10522, -0.39329], [-4.67983, -0.49624, 1.29330], [1.54568, -1.51632, -2.16193], [0.38836, -0.83839, -2.47906], [-0.37039, -1.21205, -3.59488], [-1.48404, -0.47090, -3.91430], [-1.81670, 0.63500, -3.13899], [-1.01499, 0.91825, -2.05638], [0.06266, 0.20248, -1.71491], [1.56742, -2.50097, -2.36179], [2.02560, -1.23163, -1.32151], [-0.07177, -2.06771, -4.18690], [-2.09457, -0.74926, -4.76428], [-2.68904, 1.23697, -3.34674], [-1.25280, 1.75148, -1.40097], [2.01593, 2.41458, 1.20169], [3.23696, 0.73396, 0.75029], [3.76179, -0.08006, 1.76151], [4.53379, -1.19673, 1.46529], [4.80299, -1.53356, 0.14493], [4.28936, -0.73978, -0.87250], [3.51371, 0.37444, -0.57307], [3.56717, 0.17600, 2.79624], [4.92928, -1.80550, 2.27027], [5.40435, -2.40389, -0.08823], [4.48413, -0.99280, -1.90836], [3.10651, 0.97712, -1.37596]], "forces_ev_per_a": [[0.1, 0.2, 0.1], [-0.1, -0.2, -0.1], [0.0, 0.1, -0.1], [-0.3, 0.1, 0.1], [0.1, 0.0, 0.0], [0.5, -0.1, 0.0], [-0.6, -0.1, -0.2], [0.6, 0.2, 0.2], [-0.2, -0.1, -0.1], [0.0, 0.0, 0.0], [0.0, 0.0, 0.0], [0.0, 0.0, 0.0], [0.0, 0.0, 0.0], [0.0, 0.0, 0.0], [0.0, 0.0, 0.0], [0.0, 0.0, 0.0], [-0.2, -0.1, 0.0], [0.0, 0.0, 0.0], [0.0, 0.0, -0.1], [0.0, 0.0, 0.0], [0.0, 0.0, 0.0], [0.0, 0.1, 0.0], [0.0, 0.0, -0.1], [0.0, 0.0, 0.0], [-0.1, 0.0, 0.0], [0.0, 0.0, 0.0], [0.0, 0.0, 0.0], [0.0, 0.0, 0.0], [0.0, 0.0, 0.0], [0.0, 0.0, 0.1], [-0.2, 0.0, 0.0], [0.0, -0.1, 0.0], [0.0, 0.0, 0.0], [0.0, 0.0, 0.0], [0.2, 0.0, 0.1], [0.1, 0.1, 0.0], [0.0, 0.0, 0.0], [0.0, 0.0, 0.0], [0.0, 0.0, 0.0], [0.0, 0.0, 0.0], [0.0, 0.0, 0.0]], "mulliken_charge": [1.50, -0.52, -0.67, 0.60, -0.74, -0.58, -0.03, -0.29, -0.57, -0.61, 0.21, 0.19, 0.32, 0.34, 0.23, 0.35, -0.37, 0.77, -0.74, -0.25, -0.82, -0.11, -0.25, 0.23, 0.10, 0.34, 0.38, 0.42, 0.36, -0.20, -0.61, -0.36, -0.44, -0.26, -0.45, -0.34, 0.39, 0.36, 0.37, 0.37, 0.39]}

=====

2.
{"formula": "C32H27N2O2S", "method": "ωB97M-V/def2-TZVPD", "e_lumo_ev": -2.66, "total_charge": 1, "e_above_lowest_kcal_mol": 0.0, "multiplicity": 1, "homo_ev": -10.0884, "e_tot_ha": -1893.588257, "orbital_gap_ev": 7.43, "species": ["C", "C", "C", "C", "C", "C", "C", "N", "C", "C", "C", "C", "C", "C", "S", "C", "N", "C", "C", "H", "H", "H", "H", "H", "H", "H", "H", "H", "H", "H", "H", "H", "H", "C", "O", "C", "C", "C", "C", "C", "O", "C", "C", "C", "C", "C", "C", "C", "C", "C", "C", "H", "H", "H", "H", "H", "H", "H", "H", "H", "H", "H", "H", "H"], "coordinates": [[0.23201, 3.62267, 2.17335], [1.28111, 2.70131, 2.16087], [1.45860, 1.84735, 1.07268], [0.54887, 1.87583, 0.01148], [0.70894, 0.97459, -1.20173], [0.94979, 1.86666, -2.40582], [0.72191, 1.20407, -3.73291], [-0.62515, 0.63012, -3.70281], [-1.45616, 0.49501, -4.82972], [-2.65687, -0.12124, -4.49979], [-3.65572, -0.23941, -5.46455], [-3.40049, 0.24849, -6.75969], [-2.18607, 0.87237, -7.07313], [-1.19515, 1.01711, -6.09071], [-2.69407, -0.59736, -2.80858], [-1.12619, 0.07113, -2.58951], [-0.48933, 0.10153, -1.39770], [-0.47749, 2.82902, 0.00215], [-0.62889, 3.71146, 1.07530], [0.08045, 4.26671, 3.04316], [1.96655, 2.64005, 3.00870], [2.29075, 1.13735, 1.04262], [1.57243, 0.30123, -1.06501], [0.29460, 2.74832, -2.35548], [1.98367, 2.22825, -2.33368], [0.74780, 1.93317, -4.54703], [1.45878, 0.40924, -3.91848], [-4.59891, -0.69582, -5.18194], [-4.16392, 0.14484, -7.52824], [-1.99795, 1.25639, -8.07478], [-0.25059, 1.52677, -6.28291], [-1.14809, 2.90450, -0.86203], [-1.42357, 4.46201, 1.04707], [2.01060, -0.20691, 8.06277], [1.11280, 0.48539, 7.17229], [0.85890, 0.01221, 5.92520], [-0.03993, 0.76809, 5.12974], [-0.31804, 0.38659, 3.83350], [0.33178, -0.72132, 3.24312], [0.18922, -1.07477, 1.83724], [1.07425, -2.03944, 1.42561], [0.80430, -2.72924, 0.25379], [-0.08254, -2.22618, -0.69080], [-0.32615, -3.01287, -1.82410], [0.23270, -4.28104, -1.94664], [1.08949, -4.77697, -0.95640], [1.39520, -3.99185, 0.14623], [-0.82241, -0.91715, -0.43384], [-0.63044, -0.45563, 0.94837], [1.18901, -1.48742, 4.05424], [1.45635, -1.14503, 5.36866], [1.99917, 0.42450, 8.95119], [1.64175, -1.21158, 8.30901], [3.02694, -0.26276, 7.65107], [-0.48622, 1.65999, 5.56494], [-1.03906, 0.95142, 3.24456], [-0.99771, -2.62543, -2.59700], [-0.00757, -4.89397, -2.81564], [1.49787, -5.78060, -1.04342], [2.04198, -4.35109, 0.94432], [-1.89779, -1.12525, -0.58779], [-1.21356, 0.40093, 1.28313], [1.65177, -2.38482, 3.65471], [2.13566, -1.76153, 5.96081]], "forces_ev_per_a": [[0.0, -0.1, -0.1], [0.1, 0.0, 0.0], [-0.2, 0.1, -0.2], [0.1, 0.5, 0.1], [0.1, -0.5, 0.2], [0.2, 0.7, -0.1], [0.0, -0.4, -0.1], [-0.1, -0.5, 0.1], [0.1, 0.6, 0.2], [-0.2, 0.1, -0.7], [0.3, 0.1, -0.2], [0.0, -0.1, 0.5], [0.3, -0.1, 0.5], [-0.3, -0.2, -0.2], [-0.4, 0.0, -0.4], [1.2, 0.8, 0.9], [-0.1, 1.1, -2.3], [0.2, 0.1, 0.2], [0.0, -0.2, 0.0], [0.1, -0.2, -0.3], [-0.2, 0.0, -0.3], [-0.3, 0.2, 0.1], [-0.3, 0.2, 0.1], [0.2, -0.3, 0.0], [-0.3, 0.0, -0.1], [0.1, -0.2, 0.2], [-0.2, 0.1, -0.1], [0.0, 0.1, -0.3], [0.2, 0.0, 0.2], [-0.1, -0.1, 0.3], [-0.4, -0.2, -0.1], [0.1, -0.1, 0.4], [0.3, -0.3, 0.1], [-0.4, 0.2, -0.4], [0.0, -0.3, -0.3], [0.3, -0.3, -0.5], [0.3, -0.3, 0.5], [0.2, -0.4, -0.4], [0.4, -0.1, 1.0], [-0.6, 0.7, -1.5], [-0.3, -0.5, 0.0], [-0.2, 0.1, 0.6], [0.3, -0.2, 0.0], [-0.1, -0.1, 0.0], [0.0, 0.1, -0.2], [-0.1, 0.3, 0.0], [-0.2, 0.1, -0.3], [-0.3, -1.3, 0.4], [0.3, -0.5, 1.6], [-0.2, 0.2, -0.2], [-0.3, 0.7, 0.7], [0.2, -0.2, 0.0], [0.0, 0.2, -0.1], [-0.2, 0.0, 0.0], [0.0, -0.2, -0.1], [0.2, 0.0, 0.2], [0.3, -0.4, 0.3], [0.1, 0.2, 0.2], [0.0, 0.2, 0.0], [-0.1, 0.1, -0.2], [0.2, 0.1, 0.1], [0.0, -0.5, 0.0], [0.0, 0.2, 0.0], [-0.3, 0.2, -0.2]], "mulliken_charge": [-0.60, -0.60, -0.09, 0.41, -0.34, -1.08, -0.63, 0.29, 0.46, 0.91, -0.72, -0.63, -0.71, -0.84, -0.20, 0.37, 0.73, -0.13, -0.98, 0.41, 0.43, 0.41, 0.45, 0.45, 0.46, 0.49, 0.22, 0.43, 0.39, 0.41, 0.36, 0.33, 0.40, -0.83, -0.44, 0.78, -0.78, -0.36, 0.27, 1.02, -0.52, 0.31, 0.45, -0.26, -0.99, -0.42, -0.94, 0.00, -1.87, -0.93, -0.34, 0.25, 0.34, 0.34, 0.43, 0.42, 0.33, 0.41, 0.40, 0.47, 0.73, 0.63, 0.43, 0.40]}

=====

3.
{"formula": "C11H14ClMnNO4S2", "method": "ωB97M-V/def2-TZVPD", "s2": 8.811, "e_lumo_ev": [-1.51, -1.10], "e_above_lowest_kcal_mol": 79.7, "multiplicity": 6, "homo_ev": [-7.5641, -7.5886], "e_tot_ha": -3190.762612, "orbital_gap_ev": [6.05, 6.49], "species": ["Mn", "O", "N", "C", "C", "C", "C", "C", "S", "H", "H", "H", "H", "O", "S", "C", "C", "C", "C", "H", "H", "H", "H", "H", "H", "H", "H", "Cl", "C", "C", "O", "O", "H", "H"], "coordinates": [[0.61587, -0.77524, -0.60549], [2.50008, -0.75450, -0.94004], [3.18679, 0.38954, -1.01992], [4.50645, 0.28529, -1.27809], [5.27517, 1.41105, -1.37190], [4.67040, 2.65870, -1.19594], [3.32435, 2.73402, -0.93404], [2.55648, 1.56793, -0.84252], [0.86267, 1.51785, -0.53716], [4.85819, -0.72798, -1.39595], [6.32958, 1.31576, -1.58108], [5.25888, 3.56279, -1.26757], [2.82321, 3.68066, -0.79562], [-1.20788, -0.49279, -0.54361], [-2.44302, -1.00061, 0.28124], [-3.67739, 0.24122, -0.13582], [-3.39806, 1.47677, 0.70284], [-3.07146, 0.95918, 2.09848], [-2.05874, -0.16696, 1.89642], [-4.63458, -0.23358, 0.08945], [-3.60922, 0.34821, -1.21447], [-4.25365, 2.15221, 0.69615], [-2.54341, 2.01686, 0.28804], [-3.97765, 0.56196, 2.56193], [-2.67998, 1.73331, 2.75903], [-2.09618, -0.92932, 2.67399], [-1.03820, 0.21123, 1.82373], [-3.27751, -2.16791, -1.99276], [-0.97744, -3.57184, 0.85585], [-0.07104, -3.60065, -0.27659], [-0.03157, -4.52803, -1.04796], [0.79640, -2.56772, -0.36708], [-1.85442, -4.19878, 0.83463], [-0.66309, -3.10865, 1.78183]], "forces_ev_per_a": [[0.1, -0.3, -0.1], [0.0, 0.0, 0.0], [0.0, 0.1, 0.0], [0.0, 0.0, 0.0], [0.0, 0.0, 0.0], [0.0, 0.0, 0.0], [0.0, 0.0, 0.0], [0.0, -0.1, 0.0], [0.0, 0.1, 0.0], [0.0, 0.0, 0.0], [0.0, 0.0, 0.0], [0.0, 0.0, 0.0], [0.0, 0.0, 0.0], [0.1, 0.1, 0.1], [0.0, -0.2, 0.0], [0.0, 0.1, -0.1], [0.0, 0.0, 0.0], [0.0, 0.0, 0.0], [0.0, 0.0, 0.0], [0.0, 0.0, 0.0], [0.0, 0.0, 0.0], [0.0, 0.0, 0.0], [0.0, 0.0, 0.0], [0.0, 0.0, 0.0], [0.0, 0.0, 0.0], [0.0, 0.0, 0.0], [0.0, 0.0, 0.0], [0.0, 0.0, 0.1], [0.1, -0.1, 0.1], [0.0, -0.1, -0.1], [0.0, 0.0, 0.0], [-0.2, 0.2, 0.1], [0.0, 0.0, -0.1], [-0.1, 0.1, 0.0]], "mulliken_charge": [1.17, -0.75, 0.52, -0.19, -0.73, -0.15, -0.81, 0.92, -0.43, 0.45, 0.40, 0.39, 0.42, -0.51, 0.31, -0.88, -0.46, -0.68, -0.55, 0.45, 0.53, 0.36, 0.18, 0.29, 0.34, 0.41, 0.24, -0.63, -0.91, 0.72, -0.51, -0.69, 0.34, 0.44]}

=====

4.
{"formula": "C11H11NO", "method": "ωB97M-V/def2-TZVPD", "e_lumo_ev": 0.15, "e_above_lowest_kcal_mol": 137.4, "multiplicity": 1, "homo_ev": -8.0409, "e_tot_ha": -555.539815, "orbital_gap_ev": 8.19, "species": ["C", "C", "C", "C", "C", "C", "C", "C", "C", "C", "C", "H", "H", "H", "H", "H", "H", "H", "H", "H", "H", "H", "N", "O"], "coordinates": [[-2.37706, -2.00475, -0.02103], [-0.92617, -1.54736, -0.00936], [0.16494, -2.40867, -0.16844], [1.82310, -0.73180, 0.15317], [3.28195, -0.17587, 0.16438], [0.81452, 0.27433, 0.06048], [1.19833, 1.83158, -0.15958], [0.48461, 2.78759, -0.06898], [-0.90971, 2.36346, -0.10806], [-1.36741, 1.10243, 0.06126], [-0.59056, -0.05014, 0.25228], [-2.59712, -1.40472, 0.94928], [-2.77851, -1.60440, -0.89869], [-2.51746, -3.06641, 0.01013], [0.12544, -3.45463, -0.14707], [3.25084, 0.16854, -0.92048], [3.96999, 0.35622, 0.89740], [4.00434, -1.11460, 0.14247], [2.17428, 1.97620, -0.22291], [0.91911, 3.73423, -0.21328], [-1.83704, 3.05353, 0.04318], [-3.00712, -0.25455, 0.34823], [1.48044, -2.01318, -0.17277], [-2.70615, 0.88225, 0.03554]], "forces_ev_per_a": [[2.3, 1.6, 2.5], [2.0, 1.6, 0.6], [0.3, 3.3, 0.5], [-0.9, -0.2, -1.1], [2.0, -3.9, -1.9], [-1.3, 2.6, 1.0], [5.0, -13.6, 1.2], [-9.3, 6.0, -0.4], [-3.0, 2.9, 1.8], [-1.4, -0.9, 0.3], [4.2, -2.9, -3.2], [-1.1, -1.9, -1.0], [-1.3, 0.6, -1.2], [-0.1, -0.4, 0.5], [-0.8, -1.4, -0.6], [1.1, 0.3, 1.5], [-2.3, 0.4, -0.6], [-1.7, 1.3, -0.5], [4.4, 0.2, -0.4], [-0.4, 1.4, 0.1], [2.0, -0.7, -0.8], [1.6, 5.5, -1.5], [1.2, 1.9, 2.1], [-2.5, -3.8, 1.3]], "mulliken_charge": [-1.60, 0.91, -0.63, 0.98, -1.29, 0.19, -1.11, -0.68, -0.48, 1.10, -0.03, 0.34, 0.46, 0.38, 0.43, 0.34, 0.32, 0.32, 0.47, 0.43, 0.23, 0.25, -0.62, -0.70]}

=====

5.
{"formula": "C2H5N5S", "method": "ωB97M-V/def2-TZVPD", "e_lumo_ev": 0.47, "e_above_lowest_kcal_mol": 56.8, "multiplicity": 1, "homo_ev": -8.1553, "e_tot_ha": -751.051244, "orbital_gap_ev": 8.63, "species": ["C", "C", "H", "H", "H", "H", "H", "N", "N", "N", "N", "N", "S"], "coordinates": [[0.11773, -0.54107, -0.31995], [1.46503, -0.99846, -0.61733], [-2.89491, -1.08655, 0.19376], [-1.82249, -0.25115, 1.10760], [1.90870, -1.89192, -1.11414], [1.97963, 1.11304, 1.34493], [-1.67397, 1.67904, -0.38548], [-2.08411, -0.52608, 0.17182], [-0.98550, -1.16905, -0.36152], [2.32009, -0.12684, -0.18144], [1.74754, 0.94285, 0.35831], [0.33350, 0.74789, 0.31654], [-0.41126, 2.10828, -0.51310]], "forces_ev_per_a": [[-0.1, 0.7, 0.9], [1.6, 0.4, -0.3], [-0.6, -1.1, -0.1], [-0.3, 0.4, 0.4], [-1.1, 0.8, 0.4], [0.5, -0.2, -0.7], [0.0, -0.2, 0.2], [1.1, 1.3, 0.3], [0.2, -0.6, -1.1], [1.1, -2.0, -0.2], [-1.6, 1.0, 0.5], [-1.1, -0.7, -0.2], [0.2, 0.2, -0.2]], "mulliken_charge": [0.66, -0.28, 0.23, 0.23, 0.41, 0.26, 0.18, -0.45, -0.50, -0.45, -0.20, 0.07, -0.17]}